C17H45AlN3O5 | the ωB97M-V functional and the def2-TZVPD basis

Maximum force: 0.65 eV/A
E: -1457.50592 Ha
HOMO level: -4.49 eV
Net charge: -1
E_LUMO: 2.6 eV

The geometry in XYZ format:
```
71
C17H45AlN3O5 (the ωB97M-V functional and the def2-TZVPD basis)
C -2.73717 -0.31256 -0.75120
C -4.08794 -0.79831 -0.21455
C -3.96883 -1.47975 1.13458
O -3.78427 -0.51064 2.12739
C -3.16540 -1.04531 3.32364
Al -1.24511 -1.71041 3.16568
C -1.13783 -3.56041 2.33922
N -0.17894 -4.46769 3.01119
H -2.54889 0.73783 -0.49007
H -2.65321 -0.40012 -1.83540
H -1.91706 -0.88213 -0.29919
H -4.78586 0.04177 -0.07891
H -4.55486 -1.48063 -0.92956
H -4.84961 -2.09168 1.39066
H -3.11307 -2.17175 1.16554
H -3.20159 -0.21154 4.04030
H -3.86062 -1.81139 3.71145
H -0.40857 -0.64387 2.22483
H -0.60122 -1.76653 4.67868
H -0.90914 -3.46842 1.26410
H -2.12768 -4.04828 2.39454
H 0.09034 -5.24652 2.42822
H 0.67354 -3.98214 3.23359
C 2.17452 3.17310 -2.49764
O 1.09031 2.69739 -1.74355
C 0.13881 3.67658 -1.36607
C -1.18153 3.41184 -2.03337
N -1.08137 3.43214 -3.48221
C -2.24900 2.91594 -4.19713
C -2.77542 1.53205 -3.83464
O -2.00833 0.42407 -4.27217
C -0.70918 0.30105 -3.71590
H 2.92484 2.38383 -2.50645
H 1.90653 3.41406 -3.53624
H 2.61072 4.06916 -2.04408
H 0.52817 4.67092 -1.61350
H -0.01197 3.61947 -0.28468
H -1.89567 4.17109 -1.69547
H -1.53892 2.45434 -1.64041
H -0.26046 2.90998 -3.76168
H -2.03185 2.93444 -5.26739
H -3.07638 3.61600 -4.02855
H -3.74982 1.40994 -4.31216
H -2.93945 1.45423 -2.75394
H -0.61979 0.80906 -2.75635
H 0.06881 0.70386 -4.37768
H -0.51966 -0.76026 -3.55859
C 5.46290 0.13515 2.63119
O 4.42630 -0.61994 3.19820
C 3.21878 0.08497 3.45073
C 2.12990 -0.25212 2.46951
N 2.43198 0.25567 1.14847
C 1.48909 -0.11725 0.10113
C 1.21156 -1.58535 -0.15917
O 2.31138 -2.26169 -0.76355
C 3.26395 -2.76222 0.13817
H 6.37449 -0.45294 2.72596
H 5.30152 0.36076 1.56826
H 5.59724 1.08578 3.15969
H 3.42026 1.16315 3.42926
H 2.88620 -0.18709 4.45571
H 1.21424 0.23161 2.82798
H 1.94854 -1.33592 2.50867
H 3.36954 -0.01511 0.88272
H 1.84086 0.32095 -0.83535
H 0.53159 0.36783 0.32063
H 0.38955 -1.64595 -0.86998
H 0.88018 -2.12940 0.72879
H 2.78400 -3.18223 1.02913
H 3.99337 -2.01221 0.47506
H 3.80161 -3.56026 -0.37610
```